Record 1
{"formula": "C14H26N2OSSi2", "method": "the ωB97M-V functional and the def2-TZVPD basis", "homo_lumo_gap_ev": 8.735, "total_energy_ev": -46560.662, "multiplicity": 1, "smiles": "COc1cccc(NC(=S)N([Si](C)(C)C)[Si](C)(C)C)c1", "mol_weight_g_mol": 326.6, "lumo_ev": 0.66, "species": ["S", "Si", "Si", "O", "N", "N", "C", "C", "C", "C", "C", "C", "C", "C", "C", "C", "C", "C", "C", "C", "H", "H", "H", "H", "H", "H", "H", "H", "H", "H", "H", "H", "H", "H", "H", "H", "H", "H", "H", "H", "H", "H", "H", "H", "H", "H"], "positions_angstrom": [[0.00214, -0.17218, -2.57956], [-1.21661, 2.66627, -1.34780], [1.08992, 2.03077, 0.77115], [0.02896, -4.98172, 2.42596], [-0.26574, -0.83826, -0.00760], [-0.17332, 1.47821, -0.46325], [-0.04139, -2.94872, -1.25608], [-0.05224, -6.38532, 2.34797], [-2.74436, 1.96247, -2.23237], [0.00557, -4.37256, 1.17256], [1.70525, 3.72573, 0.33092], [2.48789, 0.75172, 0.80235], [-1.63801, 4.01669, -0.10718], [-0.22362, 3.41602, -2.76857], [0.44692, 2.02385, 2.54796], [-0.11967, -2.99772, 1.12090], [0.23224, -5.01643, -0.05972], [0.23735, -4.30985, -1.24168], [-0.16635, 0.17445, -0.96629], [-0.18669, -2.25432, -0.05332], [-0.01098, -2.45227, -2.21572], [-0.95251, -6.67143, 1.78742], [1.04379, 4.28032, -0.31428], [-0.37021, -0.44226, 0.93439], [-0.51919, 3.02313, -3.75041], [-1.85039, 4.93343, -0.66851], [0.48759, -4.83938, -2.14130], [3.21002, 0.84944, 1.61287], [-2.46379, 1.17369, -2.94602], [0.50258, -6.05200, -0.01678], [-0.19462, 4.51077, -2.73646], [-3.32643, 2.72012, -2.72980], [2.66449, 3.65954, -0.17532], [0.15133, 1.00834, 2.79999], [1.17911, 2.42856, 3.25260], [2.05177, -0.24351, 0.95698], [0.80633, -6.83871, 1.86706], [-0.41150, 2.65493, 2.61984], [0.79339, 3.08643, -2.60238], [1.84551, 4.37062, 1.23203], [-0.86226, 4.22088, 0.65899], [3.04946, 0.74387, -0.13070], [-0.18435, -2.46536, 2.02659], [-0.12993, -6.81660, 3.34839], [-3.36729, 1.47303, -1.48873], [-2.55017, 3.71534, 0.38290]]}

Record 2
{"formula": "C14H26N4O2S2", "method": "the ωB97M-V functional and the def2-TZVPD basis", "homo_lumo_gap_ev": 7.501, "total_energy_ev": -46648.472, "multiplicity": 1, "mol_weight_g_mol": 346.5, "relative_energy_kcal_mol": 324.2, "lumo_ev": -0.14, "species": ["S", "S", "O", "O", "N", "N", "N", "N", "C", "C", "C", "C", "C", "C", "C", "C", "C", "C", "C", "C", "C", "C", "H", "H", "H", "H", "H", "H", "H", "H", "H", "H", "H", "H", "H", "H", "H", "H", "H", "H", "H", "H", "H", "H", "H", "H", "H", "H"], "positions_angstrom": [[5.50701, -16.16308, 8.31655], [10.57626, -13.06178, 6.07467], [12.00948, -12.77666, 5.63681], [5.66780, -17.26881, 7.29275], [12.24834, -17.12459, 7.22728], [8.37398, -18.50456, 9.88384], [9.37969, -14.60966, 9.10545], [10.10505, -12.16886, 9.14422], [9.43155, -15.73112, 9.14643], [9.79033, -13.86423, 11.18388], [9.69572, -14.19396, 4.87630], [12.16736, -17.65902, 8.45478], [7.11797, -19.97055, 11.81002], [9.49776, -17.18652, 9.15838], [13.17815, -15.73835, 8.64644], [5.13319, -14.70623, 7.26222], [7.19225, -15.63776, 8.78113], [12.66816, -16.84415, 9.40126], [7.77042, -19.10521, 10.69486], [12.85529, -15.90316, 7.29915], [9.96789, -12.92321, 10.07698], [10.76672, -14.33713, 7.43503], [5.64743, -13.82759, 7.65162], [4.09541, -14.37295, 7.25485], [13.66945, -14.88597, 9.09193], [7.87823, -20.27121, 12.53090], [6.59830, -20.83482, 11.39638], [10.15305, -17.42632, 9.99575], [9.99614, -15.10417, 7.51226], [10.39580, -15.02724, 4.81576], [7.80425, -15.63114, 7.87918], [11.89465, -17.56167, 6.38824], [10.58810, -13.67539, 8.28255], [6.91798, -14.77140, 9.38303], [11.79193, -18.66755, 8.54600], [12.90884, -15.28825, 6.41292], [12.73116, -17.06325, 10.45692], [8.96857, -13.55755, 11.83099], [10.10274, -17.59210, 8.34745], [9.72148, -14.88102, 10.79722], [8.68950, -14.44804, 5.20956], [7.77594, -16.25973, 9.45977], [10.71652, -13.69533, 11.73319], [9.57401, -13.74160, 3.89209], [6.46758, -19.29423, 12.36471], [11.74433, -14.81772, 7.39743], [5.49084, -14.91407, 6.25375], [8.49675, -17.61720, 9.18267]]}

Record 3
{"formula": "C14H26N6O6Sc", "method": "the ωB97M-V functional and the def2-TZVPD basis", "homo_lumo_gap_ev": [4.670, 4.669], "total_energy_ev": -56855.778, "multiplicity": 1, "mol_weight_g_mol": 419.4, "relative_energy_kcal_mol": 0.0, "lumo_ev": [-3.83, -3.83], "charge": 1, "species": ["Sc", "O", "O", "O", "O", "O", "O", "N", "N", "N", "N", "N", "N", "C", "C", "C", "C", "C", "C", "C", "C", "C", "C", "C", "C", "C", "C", "H", "H", "H", "H", "H", "H", "H", "H", "H", "H", "H", "H", "H", "H", "H", "H", "H", "H", "H", "H", "H", "H", "H", "H", "H", "H"], "positions_angstrom": [[0.49117, 0.24089, -0.42660], [-2.32934, 0.39230, 1.04514], [1.33611, 3.63713, -1.11960], [-2.20234, -1.72418, -0.12900], [-1.10618, -0.86127, -3.68113], [2.77123, -1.74053, -1.20779], [0.39495, 0.56473, -2.33268], [2.78711, -0.35233, 5.20915], [-1.36154, 1.15269, 0.49253], [1.50078, -1.77175, -1.09894], [1.54921, 0.13757, 1.31156], [0.50825, 2.65980, -0.49803], [-0.93061, -1.71351, -0.47028], [-0.43182, 3.29334, 0.20141], [1.20475, -1.00348, 1.98259], [-2.48920, 3.03271, 1.69768], [2.34475, -0.17683, 3.93043], [-0.51332, -2.91188, -0.95624], [-1.44439, 2.46285, 0.81089], [1.61899, -1.21559, 3.28394], [-2.58514, -0.38912, -4.06926], [0.82477, -2.92634, -1.40464], [2.59318, 1.04447, 3.25085], [-1.46201, -4.04977, -0.99632], [2.16735, 1.16779, 1.93624], [-0.41984, 4.78048, 0.34825], [1.42604, -4.03462, -2.19291], [-1.00478, -4.92963, -1.44912], [-3.01392, -0.37458, -3.08738], [-0.38080, -0.21727, -3.00091], [3.31028, 0.36464, 5.69448], [-2.31605, -0.53986, 0.54097], [-2.03922, 3.52675, 2.56876], [-2.36340, -3.79813, -1.56753], [2.51564, -4.02854, -2.09015], [-3.14864, 2.23108, 2.03218], [-3.07219, 3.78451, 1.15537], [-0.53024, -1.19611, -4.37303], [-1.76689, -4.31734, 0.02178], [-2.51336, 0.64831, -4.59470], [2.29583, 2.07656, 1.34951], [2.03870, 3.14750, -1.57943], [0.22746, 5.22539, -0.42118], [2.63297, -1.22377, 5.71105], [0.35457, 1.53638, -2.50534], [1.18506, -3.91563, -3.26469], [1.02940, -5.00948, -1.87532], [-1.45098, 5.16690, 0.25245], [-0.03845, 5.07476, 1.34863], [1.37936, -2.15641, 3.79104], [0.59132, -1.73349, 1.43335], [-3.26508, -0.91401, -4.74888], [3.10049, 1.87597, 3.74081]]}

Record 4
{"formula": "C14H27AlBBeBrClNO8", "method": "the ωB97M-V functional and the def2-TZVPD basis", "homo_lumo_gap_ev": 1.602, "total_energy_ev": -123052.769, "multiplicity": 1, "mol_weight_g_mol": 499.5, "relative_energy_kcal_mol": 0.0, "lumo_ev": -4.61, "species": ["Br", "Cl", "Al", "O", "O", "O", "O", "O", "O", "O", "O", "N", "C", "C", "C", "C", "C", "C", "C", "C", "C", "C", "C", "C", "C", "C", "B", "Be", "H", "H", "H", "H", "H", "H", "H", "H", "H", "H", "H", "H", "H", "H", "H", "H", "H", "H", "H", "H", "H", "H", "H", "H", "H", "H", "H"], "positions_angstrom": [[-0.95069, 2.91704, 7.74818], [-2.12959, 0.27739, -7.29716], [-4.12404, 2.77960, -4.22054], [-1.24171, -0.75082, 0.49782], [-0.06447, 1.25132, 5.12918], [-1.53503, -0.02643, -3.06240], [1.89894, -4.12523, -2.38222], [-0.05609, -4.44258, -1.38993], [1.85211, -5.24470, -0.61574], [1.97057, 2.02114, 4.32999], [0.22228, -0.96052, 2.69586], [1.49555, -1.84389, -0.03730], [3.01967, -0.13177, -2.65918], [-1.95972, -0.44111, 1.66691], [0.77557, 0.41249, 2.81155], [2.75495, 0.13318, -1.16794], [-1.98192, -0.55919, -0.69909], [2.04762, -0.96993, -0.53634], [-1.22168, -1.04366, 2.82884], [-0.20828, 2.58543, 4.97732], [-1.05233, 0.03355, -1.74520], [-3.03779, 0.55274, -4.79685], [1.07189, 3.05891, 4.23118], [-2.76704, 0.58023, -3.28063], [1.16834, -4.61036, -1.47198], [3.95436, -1.31283, -2.89032], [1.11662, 0.78869, 4.36366], [0.60693, -2.18200, 1.95494], [-2.32028, 1.12154, -5.42765], [-2.75193, 1.63073, -2.87847], [3.51916, -2.24482, -2.52640], [0.13103, 1.11891, 2.29098], [4.91122, -1.15844, -2.38694], [4.15028, -1.43529, -3.95393], [1.45514, 4.03313, 4.53200], [2.07488, -0.30270, -3.17852], [-0.23085, 3.23536, 6.00956], [-4.07505, 0.91905, -4.97337], [-2.79221, 0.14924, -0.49882], [-3.58906, 0.07325, -2.75813], [3.69237, 0.30226, -0.63475], [3.45618, 0.77201, -3.08545], [1.81543, -0.07919, 4.84606], [-1.55090, -0.63542, 3.78269], [-0.79227, 1.05921, -1.45102], [-2.98268, -0.82601, 1.65188], [-3.06631, -0.47949, -5.11830], [2.15270, 1.03623, -1.04562], [0.69417, 3.22740, 3.19964], [-1.15824, 2.81921, 4.48630], [-2.44327, -1.48075, -1.05950], [-2.05630, 0.64563, 1.77163], [1.73021, 0.40645, 2.28721], [-0.12843, -0.54025, -1.73114], [-1.47002, -2.11397, 2.86748]]}